C43H60AlIN5O11S2 | ωB97M-V/def2-TZVPD

Structure (XYZ):
```
123
Properties=species:S:1:pos:R:3:forces:R:3:mulliken_charge:R:1
C 10.792 -2.257 1.889 0.015 0.053 0.031 -1.168
C 9.332 -2.719 1.743 0.101 -0.021 -0.109 -0.622
C 8.363 -1.632 1.240 -0.027 -0.254 0.053 0.261
C 7.315 -1.312 2.304 0.228 0.286 0.570 -1.275
N 6.305 -0.303 1.953 -0.338 -0.141 -0.855 0.392
C 4.962 -0.813 1.611 0.066 -0.027 0.004 -0.568
C 3.890 -0.303 2.565 0.141 -0.187 -0.043 -0.921
C 2.516 -0.861 2.177 -0.136 0.187 0.350 0.778
C 1.333 0.075 2.520 -0.002 -0.028 -0.189 -1.184
Al 0.471 0.831 0.851 0.156 0.108 0.106 -0.112
C -0.211 2.723 1.147 -0.170 -0.108 -0.063 -0.833
C -0.245 3.601 -0.116 -0.026 -0.090 -0.022 -0.649
C -1.423 3.169 -0.962 0.107 -0.040 0.002 -0.657
I -1.646 4.366 -2.747 -0.050 0.028 0.187 -0.067
C -1.136 -0.315 0.388 0.334 0.224 0.010 -0.006
O -0.899 -1.767 0.427 -0.257 -0.152 -0.068 -0.101
C -0.655 -2.356 -0.788 0.028 0.041 -0.024 -0.587
O 0.722 -2.485 -1.105 0.053 -0.125 -0.123 -0.421
C 1.395 -3.365 -0.239 -0.093 -0.054 0.045 0.636
C 2.827 -3.549 -0.724 -0.043 0.198 0.002 -0.901
O 3.434 -2.332 -1.113 0.283 -0.146 -0.215 -0.408
C 6.783 0.741 1.158 -0.148 0.094 0.217 0.008
S 7.624 1.986 1.792 0.383 -0.144 0.058 -0.241
S 6.396 0.626 -0.587 -0.048 -0.166 0.039 0.047
C 7.884 1.316 -1.369 -0.048 0.273 -0.018 -0.774
C 8.607 0.293 -2.250 0.074 0.073 -0.079 -0.119
C 8.161 0.293 -3.724 0.014 -0.044 -0.003 -1.138
H 11.244 -2.611 2.816 0.002 -0.040 -0.033 0.307
H 11.412 -2.618 1.067 -0.012 0.039 -0.023 0.271
H 10.865 -1.167 1.889 -0.023 -0.014 0.072 0.358
H 8.981 -3.111 2.702 -0.045 0.060 -0.014 0.411
H 9.301 -3.560 1.049 -0.018 -0.068 0.088 0.384
H 7.858 -1.970 0.334 -0.021 0.103 -0.051 0.129
H 8.932 -0.732 0.991 -0.103 0.017 -0.062 0.169
H 7.824 -1.007 3.226 0.059 0.025 -0.069 0.225
H 6.772 -2.227 2.542 -0.044 0.034 0.037 0.594
H 4.982 -1.907 1.631 0.002 0.020 -0.064 0.084
H 4.677 -0.537 0.593 0.010 -0.051 0.003 0.188
H 3.891 0.791 2.555 -0.042 -0.018 -0.083 0.425
H 4.157 -0.617 3.579 -0.046 0.163 0.055 0.085
H 2.536 -1.073 1.102 -0.015 -0.074 0.037 -0.318
H 2.385 -1.814 2.709 0.107 -0.105 -0.214 -0.082
H 1.672 0.911 3.144 0.044 -0.107 0.081 0.737
H 0.586 -0.466 3.113 -0.025 0.110 0.040 0.359
H 1.598 0.868 -0.344 -0.042 0.012 -0.017 -0.476
H 0.386 3.217 1.923 0.053 -0.015 -0.055 0.361
H -1.233 2.658 1.554 0.042 0.116 0.082 0.450
H -0.323 4.674 0.097 -0.042 -0.020 0.009 0.404
H 0.664 3.447 -0.707 0.036 0.113 0.052 0.322
H -2.375 3.258 -0.447 -0.009 0.004 -0.023 0.363
H -1.301 2.160 -1.344 -0.040 -0.041 0.049 0.211
H -1.917 -0.133 1.131 -0.004 -0.121 0.003 -0.410
H -1.591 -0.067 -0.583 -0.078 -0.140 0.033 0.543
H -1.102 -3.363 -0.771 0.060 0.003 0.037 0.310
H -1.072 -1.773 -1.615 -0.030 -0.024 0.040 0.310
H 0.886 -4.345 -0.245 0.074 0.011 0.111 0.534
H 1.381 -2.986 0.787 -0.025 0.127 -0.074 -0.483
H 2.848 -4.286 -1.536 0.079 0.065 -0.015 0.323
H 3.441 -3.918 0.102 -0.100 -0.200 -0.032 0.282
H 3.148 -2.110 -2.007 -0.225 0.115 0.300 0.282
H 8.518 1.697 -0.572 -0.016 -0.080 0.076 0.274
H 7.586 2.183 -1.962 -0.012 -0.019 0.018 0.486
H 8.488 -0.704 -1.824 0.034 0.039 0.060 0.062
H 9.674 0.525 -2.198 -0.003 -0.012 -0.014 0.379
H 7.434 1.082 -3.920 -0.017 -0.040 0.010 0.286
H 7.710 -0.655 -4.016 -0.066 0.027 0.025 0.296
H 9.006 0.464 -4.392 -0.012 -0.009 0.001 0.324
C -1.085 4.816 -6.399 0.009 -0.021 -0.051 0.295
C -1.390 5.997 -7.062 -0.007 0.003 0.011 -0.452
C -1.120 6.130 -8.415 -0.008 0.008 0.032 -0.330
C -0.546 5.059 -9.077 -0.003 0.007 -0.048 0.078
C -0.228 3.872 -8.440 0.000 -0.024 0.038 -0.334
C -0.504 3.758 -7.087 -0.001 0.006 -0.006 -0.543
N -0.267 5.187 -10.519 0.016 0.007 -0.032 1.000
O -0.535 6.245 -11.058 0.021 -0.080 0.029 -0.613
O 0.213 4.228 -11.092 -0.031 0.075 0.033 -0.610
H -1.297 4.704 -5.343 0.039 0.047 -0.205 -0.254
H -1.841 6.820 -6.523 0.003 -0.003 0.002 0.383
H -1.347 7.037 -8.954 0.004 -0.012 -0.020 0.445
H 0.223 3.065 -8.997 -0.005 0.013 -0.020 0.449
H -0.265 2.843 -6.562 0.000 0.004 0.003 0.404
C -7.514 -2.209 3.088 0.038 0.054 -0.017 -0.872
C -6.130 -2.119 3.166 0.016 -0.030 0.021 -0.304
C -5.441 -1.230 2.356 0.014 -0.044 0.002 -0.438
C -6.171 -0.453 1.474 0.040 0.033 -0.033 -0.090
C -7.546 -0.529 1.373 -0.098 0.024 -0.006 -0.553
C -8.225 -1.415 2.195 0.156 -0.122 0.024 -0.043
N -5.437 0.489 0.601 0.020 -0.200 0.129 1.013
O -4.231 0.503 0.713 -0.148 0.271 -0.177 -0.570
O -6.082 1.174 -0.171 0.039 -0.009 0.047 -0.642
H -8.045 -2.900 3.730 0.002 -0.007 -0.009 0.386
H -5.572 -2.738 3.857 -0.023 0.026 0.039 0.432
H -4.365 -1.142 2.399 0.001 0.024 0.003 0.660
H -8.066 0.094 0.659 0.023 0.005 -0.008 0.542
H -9.299 -1.489 2.131 0.028 -0.051 0.015 0.424
C 0.740 -5.722 3.881 0.009 0.017 -0.015 -0.759
C 0.849 -4.482 3.267 -0.012 0.000 -0.003 -0.319
C -0.123 -3.511 3.462 0.003 0.005 -0.003 0.584
C -1.185 -3.823 4.293 -0.041 0.051 -0.001 -0.182
C -1.323 -5.052 4.912 0.028 -0.047 0.016 -0.572
C -0.346 -6.010 4.698 -0.015 0.000 0.013 -0.369
N -2.215 -2.793 4.543 0.135 0.017 0.034 1.141
O -2.073 -1.720 4.003 -0.147 -0.007 0.004 -0.554
O -3.135 -3.081 5.293 -0.013 -0.006 -0.122 -0.666
H 1.506 -6.470 3.722 0.000 0.003 -0.005 0.396
H 1.695 -4.262 2.631 0.014 0.013 -0.007 0.402
H -0.064 -2.541 2.983 -0.028 -0.024 -0.026 0.082
H -2.175 -5.242 5.548 -0.007 0.025 -0.001 0.479
H -0.430 -6.978 5.173 0.001 0.002 -0.004 0.360
C -12.060 4.092 -0.126 0.002 -0.015 0.007 -0.411
C -12.102 2.930 -0.884 -0.001 0.001 0.007 -0.467
C -11.771 1.712 -0.310 -0.010 0.025 -0.036 -0.365
C -11.405 1.695 1.023 0.023 -0.045 0.026 0.199
C -11.351 2.838 1.799 -0.004 0.045 0.000 -0.368
C -11.683 4.047 1.210 -0.004 -0.005 -0.003 -0.447
N -11.052 0.404 1.643 0.078 0.084 -0.046 1.002
O -11.071 -0.587 0.936 -0.113 0.044 0.033 -0.594
O -10.748 0.404 2.818 -0.143 0.002 -0.015 -0.571
H -12.318 5.040 -0.580 0.009 0.000 -0.002 0.375
H -12.390 2.969 -1.925 0.005 0.005 0.001 0.366
H -11.788 0.794 -0.877 0.006 -0.012 0.021 0.446
H -11.050 2.773 2.834 0.003 -0.024 -0.004 0.454
H -11.644 4.955 1.796 0.002 0.001 -0.005 0.365
```
Positions in Å, forces in eV/Å.

Output
DFT total energy, Eh: -4112.0393
LUMO, eV: 0.53
Charge: -1

C43H60AsBaBrN7 | ωB97M-V/def2-TZVPD

Structure (XYZ):
```
113
Properties=species:S:1:pos:R:3:forces:R:3:mulliken_charge:R:1
Ba -0.081 -0.868 -1.190 -0.544 -1.693 3.588 0.407
C 5.275 -0.937 -1.320 0.156 0.030 0.071 -2.406
C 4.042 -0.676 -0.463 -0.062 -0.029 0.080 2.784
C 4.043 0.785 -0.005 0.129 0.012 0.055 -1.154
C 3.885 -1.650 0.698 0.182 -0.100 -0.099 0.768
C 4.948 -2.429 1.130 0.082 -0.042 -0.049 -0.364
C 4.814 -3.298 2.203 0.114 -0.004 -0.022 -1.679
C 3.581 -3.432 2.811 -0.134 0.139 -0.087 -0.203
C 2.471 -2.694 2.403 0.255 0.193 -0.111 0.825
C 1.148 -3.026 3.091 0.199 0.234 -0.158 1.046
C 1.122 -2.650 4.575 0.005 -0.157 -0.010 -1.293
C 0.851 -4.518 2.954 -0.102 -0.146 -0.035 -1.720
C 2.641 -1.729 1.359 -0.646 0.234 0.123 -1.094
N 1.634 -0.836 0.937 0.387 -1.013 -0.338 1.641
C 1.179 0.024 1.882 -0.959 0.735 0.693 -0.935
C -0.065 0.674 1.842 1.206 -0.055 0.594 -1.990
N -1.006 0.442 0.890 -0.745 0.494 -1.068 0.166
C -2.007 1.385 0.649 0.782 0.072 -0.131 0.221
C -3.343 0.923 0.594 -0.217 -0.056 -0.150 1.020
C -4.386 1.809 0.365 0.010 -0.061 0.021 -0.226
C -4.160 3.163 0.178 -0.096 0.058 -0.008 -1.812
C -2.853 3.620 0.160 -0.012 -0.057 0.000 -0.446
C -1.767 2.772 0.349 -0.383 -0.162 0.223 0.676
C -0.399 3.398 0.131 0.005 -0.219 0.080 1.578
C 0.006 4.412 1.201 0.006 0.016 0.104 -1.419
C -0.358 4.112 -1.227 0.047 0.033 -0.015 -1.732
C -3.647 -0.547 0.808 0.097 0.000 0.049 1.409
C -4.449 -0.771 2.089 -0.036 -0.003 0.037 -1.827
C -4.353 -1.159 -0.399 -0.125 -0.041 -0.095 -1.177
C -0.217 1.468 3.068 -0.073 -0.109 -0.262 0.807
C -1.236 2.187 3.637 0.008 0.060 0.074 0.342
C -1.002 2.825 4.889 0.063 -0.011 0.033 -1.073
C 0.196 2.742 5.551 -0.105 0.069 0.034 -0.914
C 1.253 1.965 4.995 -0.011 -0.080 -0.149 1.313
C 2.537 1.726 5.562 0.113 -0.033 0.028 -0.953
C 3.425 0.915 4.905 -0.043 0.056 0.051 -1.211
C 3.117 0.274 3.670 0.021 0.059 0.024 0.724
C 1.889 0.493 3.104 -0.072 -0.155 -0.175 0.203
C 0.998 1.356 3.783 0.076 0.138 0.348 -1.068
H 5.303 -0.238 -2.161 0.305 -0.196 0.317 0.580
H 5.293 -1.954 -1.715 -0.006 -0.025 -0.035 0.365
H 6.195 -0.778 -0.753 -0.015 -0.013 0.025 0.514
H 3.158 -0.818 -1.101 0.045 -0.004 0.056 -0.937
H 4.969 1.006 0.535 -0.001 0.007 -0.016 0.384
H 3.208 1.006 0.652 -0.074 -0.027 0.026 -0.022
H 3.990 1.457 -0.867 0.078 0.063 -0.047 0.313
H 5.906 -2.358 0.633 0.055 -0.005 -0.002 0.284
H 5.660 -3.884 2.540 0.021 -0.009 0.004 0.323
H 3.463 -4.141 3.624 0.041 0.014 -0.018 0.256
H 0.360 -2.485 2.578 -0.152 0.178 -0.133 -0.081
H 1.914 -3.173 5.122 -0.018 -0.004 -0.032 0.272
H 0.166 -2.939 5.021 0.006 -0.024 -0.041 0.439
H 1.255 -1.589 4.739 0.056 0.322 -0.031 0.163
H 1.545 -5.120 3.552 -0.085 0.048 -0.061 0.378
H 0.915 -4.844 1.918 0.025 0.001 -0.106 0.339
H -0.163 -4.730 3.295 -0.032 -0.013 0.067 0.425
H -5.402 1.428 0.357 -0.047 0.008 -0.002 0.322
H -4.987 3.846 0.029 -0.025 0.027 -0.003 0.374
H -2.662 4.672 -0.035 -0.056 -0.024 0.022 0.228
H 0.342 2.597 0.142 0.078 -0.144 -0.036 -0.738
H -0.735 5.215 1.262 0.012 -0.023 -0.009 0.300
H 0.968 4.862 0.944 0.020 0.020 -0.004 0.447
H 0.095 3.960 2.184 -0.002 -0.066 0.054 0.168
H -0.823 5.099 -1.152 0.026 -0.060 -0.045 0.490
H -0.898 3.562 -1.995 -0.025 -0.138 -0.137 0.133
H 0.670 4.260 -1.558 0.133 0.048 -0.024 0.428
H -2.690 -1.060 0.923 -0.069 0.044 0.025 -0.300
H -5.427 -0.284 2.037 -0.016 0.011 -0.005 0.303
H -3.920 -0.367 2.954 0.022 0.012 -0.034 0.340
H -4.612 -1.837 2.261 0.007 -0.021 -0.020 0.485
H -5.327 -0.693 -0.583 -0.015 0.016 0.032 0.271
H -4.506 -2.229 -0.244 -0.002 -0.022 0.018 0.513
H -3.753 -1.044 -1.307 0.041 0.025 0.020 -0.048
H -2.198 2.302 3.153 -0.001 -0.008 0.003 0.525
H -1.807 3.405 5.324 -0.014 0.025 0.030 0.395
H 0.337 3.251 6.498 -0.004 0.017 0.029 0.391
H 2.803 2.176 6.512 0.017 0.008 0.028 0.373
H 4.398 0.730 5.345 0.029 0.004 0.030 0.418
H 3.848 -0.391 3.228 0.017 0.004 -0.015 0.434
C -3.083 1.565 -3.907 0.179 -0.046 0.029 -1.122
N -3.455 0.240 -4.370 0.125 0.004 -0.026 0.154
C -4.174 0.205 -5.633 0.036 -0.029 -0.013 -1.173
C -2.730 -0.832 -3.927 0.208 -0.143 0.515 -0.126
N -1.643 -0.779 -3.222 -0.684 -0.051 -1.077 0.032
N -3.298 -2.070 -4.148 -0.346 0.228 -0.152 -0.060
C -2.549 -3.257 -3.984 -0.051 -0.420 0.228 0.348
N -3.131 -4.117 -3.064 0.020 0.292 -0.469 -0.568
N -1.527 -3.444 -4.711 0.067 0.038 0.017 -0.655
H -3.908 2.246 -4.111 -0.011 0.005 0.017 0.451
H -2.186 1.953 -4.416 -0.104 -0.047 0.047 0.306
H -2.909 1.556 -2.828 -0.026 -0.004 -0.035 0.217
H -3.592 0.700 -6.420 -0.045 -0.009 0.021 0.325
H -5.128 0.724 -5.531 -0.005 -0.014 -0.002 0.317
H -4.355 -0.821 -5.938 0.013 0.014 0.012 0.421
H -1.164 0.101 -3.317 -0.377 0.754 -0.424 -0.032
H -4.291 -2.145 -3.974 0.144 0.017 0.001 0.318
H -3.399 -3.626 -2.217 0.054 -0.051 0.121 0.130
H -2.506 -4.866 -2.799 -0.021 -0.024 0.053 0.331
H -1.037 -4.285 -4.413 -0.021 0.016 -0.041 0.252
C 3.517 0.074 -4.039 -0.296 -0.113 0.215 -0.950
As 1.732 -0.607 -3.554 0.953 0.486 -1.545 0.975
C 0.937 -0.332 -5.347 -0.057 -0.085 0.444 -1.137
C 1.240 1.106 -2.673 0.530 0.724 -0.255 -1.571
H 3.428 1.031 -4.553 -0.017 -0.003 -0.023 0.473
H 3.997 -0.652 -4.692 0.095 -0.008 0.036 0.422
H 4.094 0.187 -3.120 -0.272 0.100 -0.472 -0.169
H 0.821 0.732 -5.555 -0.024 -0.005 -0.020 0.356
H -0.016 -0.856 -5.383 0.013 0.049 -0.107 0.168
H 1.621 -0.768 -6.072 -0.003 -0.040 -0.039 0.502
H 1.556 1.914 -3.330 0.006 0.059 -0.016 0.678
H 1.831 1.185 -1.749 -0.044 -0.029 -0.080 0.510
H 0.206 1.311 -2.397 -0.024 0.128 -0.298 0.235
Br -1.472 -3.499 -0.359 0.035 -0.272 0.063 -0.835
```
Positions in Å, forces in eV/Å.

Output
DFT total energy, Eh: -6893.2626
LUMO, eV: 1.74
Charge: -1

What is the charge in the second record?
-1